# 1
Below is C24H21LiN4S as an isolated structure, with properties calculated with the ωB97M-V functional and the def2-TZVPD basis.

```
51
Properties=species:S:1:pos:R:3
S -4.726 0.156 -0.534
N -0.359 2.564 0.196
N -2.162 -0.050 -0.710
N 0.668 2.209 2.297
N -0.366 0.146 1.817
C 0.787 5.088 0.085
C -3.960 -3.708 -1.466
C -4.073 -1.395 -0.942
C 0.472 0.568 4.014
C -4.732 -2.599 -1.186
C 1.627 -2.172 0.060
C -2.678 -1.314 -0.990
C 0.066 -0.679 4.429
C -0.567 3.384 -0.842
C 1.020 4.264 1.157
C 0.231 0.947 2.685
C -0.578 -1.520 3.527
C 1.470 -1.695 -2.282
C -0.035 4.647 -0.950
C 0.419 2.993 1.182
C 1.812 0.204 -0.693
C -2.562 -3.632 -1.503
C 1.287 -3.040 -2.537
C -1.907 -2.442 -1.269
C -0.765 -1.060 2.242
C 1.256 -3.980 -1.507
C 1.434 -3.515 -0.207
C -3.117 0.777 -0.453
C 1.663 -1.187 -0.967
Li -0.211 0.492 -0.193
H -1.239 -1.684 1.493
H 1.233 2.668 2.991
H 1.123 -5.034 -1.714
H 1.796 -1.854 1.084
H -0.913 -2.508 3.806
H -0.240 5.258 -1.817
H 1.245 6.068 0.048
H -2.934 1.807 -0.179
H -4.444 -4.657 -1.658
H -0.827 -2.379 -1.301
H 1.497 -0.997 -3.113
H 2.110 0.812 -1.546
H 1.433 -4.217 0.621
H 0.967 1.249 4.694
H 0.245 -0.994 5.448
H -1.188 2.981 -1.635
H -1.978 -4.517 -1.719
H -5.811 -2.665 -1.153
H 2.354 0.452 0.220
H 1.661 4.576 1.971
H 1.164 -3.364 -3.565
```

Output
Lowest unoccupied orbital energy, Ha: 0.012
Strongest force on any atom, eV/A: 0.20
Calculated total energy, eV: -42230.8803
HOMO energy, eV: -5.320
HOMO-LUMO gap, hartree: 0.2072
Energy above the lowest of the compared OMol25 structures with the same formula, charge and spin, kcal/mol: 0.0
Net charge: 0

natural (NBO) population analysis, charges in e, atoms 1 to 5: S 0.40; N -0.52; N -0.50; N -0.57; N -0.52

# 2
Below is one molecule with the formula C24H21N3O in a non-equilibrium geometry, with properties calculated with the ωB97M-V functional and the def2-TZVPD basis.

```
49
Properties=species:S:1:pos:R:3
O 1.660 -2.229 5.780
N 1.379 -1.784 -0.715
N 0.203 -3.247 -1.978
N 3.694 2.315 0.055
C 2.507 -2.750 3.588
C 1.196 -0.766 3.831
C 0.726 -1.374 6.565
C -0.404 -2.015 -2.067
C 2.492 -1.170 0.210
C 4.056 3.615 0.605
C 2.845 0.220 -0.114
C 2.564 -2.566 2.215
C 3.600 -0.184 -2.559
C 4.614 1.797 -3.557
C 0.357 -1.065 -1.318
C 0.051 0.299 -1.403
C 3.945 1.862 -1.265
C 2.927 1.346 0.753
C 1.768 -1.898 4.445
C 4.523 2.510 -2.344
C 2.044 -1.429 1.621
C -1.916 -0.288 -2.704
C 1.307 -0.543 2.428
C 1.248 -3.081 -1.171
C -1.102 0.694 -2.085
C -1.569 -1.633 -2.729
C 4.169 0.471 -3.653
C 3.391 0.557 -1.379
H -2.841 0.015 -3.173
H 0.769 -1.855 7.556
H 2.850 1.356 1.833
H 4.296 -0.077 -4.587
H 1.107 -0.323 6.636
H 0.674 -0.022 4.472
H 1.960 -3.839 -0.907
H 4.944 2.307 -4.457
H -0.317 -1.406 6.153
H 3.146 4.038 1.055
H 4.415 4.251 -0.226
H 3.020 -3.614 4.040
H 3.264 -3.193 1.625
H 0.735 1.056 -0.955
H 1.031 0.456 2.092
H -2.156 -2.445 -3.189
H 3.331 -1.901 -0.125
H 3.406 -1.256 -2.552
H -1.393 1.744 -2.139
H 4.814 3.555 1.411
H 4.768 3.577 -2.272
```

Output
Lowest unoccupied orbital energy, Ha: 0.017
Strongest force on any atom, eV/A: 3.86
Calculated total energy, eV: -31745.4824
HOMO energy, eV: -7.954
HOMO-LUMO gap, hartree: 0.3092
Energy above the lowest of the compared OMol25 structures with the same formula, charge and spin, kcal/mol: 0.0
Net charge: 0
SMILES: COc1ccc([C@H](c2cn(C)c3ccccc23)n2cnc3ccccc32)cc1

natural (NBO) population analysis, charges in e, atoms 1 to 5: O -0.50; N -0.39; N -0.46; N -0.36; C -0.25

# 3
Below is a 2-piece molecular cluster, C24H21NO3 overall in a non-equilibrium geometry, with properties calculated with the ωB97M-V functional and the def2-TZVPD basis.

```
49
Properties=species:S:1:pos:R:3
O 1.745 -1.849 0.918
O -1.777 2.009 1.805
O -1.143 3.447 0.182
N -2.703 1.907 -4.564
C -1.245 2.631 4.067
C 2.856 -1.603 -1.131
C 1.601 -1.619 -0.416
C 0.345 -1.383 -0.955
C -1.745 -1.927 2.118
C 2.902 -1.434 -2.540
C 4.082 -1.763 -0.444
C -3.037 0.603 -2.585
C 5.326 -1.482 -2.505
C -2.258 1.395 -0.400
C -1.067 2.960 2.607
C -0.655 -1.731 1.228
C -0.204 -2.420 3.923
C -1.939 2.774 -2.463
C 4.121 -1.371 -3.212
C -2.118 2.868 -3.843
C -0.770 -1.393 -0.132
C 0.643 -1.928 1.746
C -2.397 1.599 -1.776
C -3.155 0.805 -3.960
C -1.515 -2.259 3.441
C -1.682 2.375 0.486
C 5.294 -1.689 -1.118
C 0.885 -2.260 3.075
H -2.756 -1.804 1.724
H -2.356 -2.411 4.119
H -0.005 2.918 2.335
H -1.449 3.968 2.397
H 1.958 -1.366 -3.084
H -3.454 -0.293 -2.117
H 4.134 -1.228 -4.293
H 6.280 -1.407 -3.027
H 6.223 -1.791 -0.555
H -1.475 3.582 -1.910
H -2.221 2.975 4.421
H 1.907 -2.419 3.411
H 0.263 -1.173 -2.017
H -0.482 3.174 4.629
H -0.035 -2.701 4.965
H -2.677 0.516 0.067
H -1.785 3.756 -4.386
H 4.079 -1.945 0.629
H -1.139 1.561 4.272
H -3.647 0.047 -4.578
H -1.756 -1.221 -0.557
```

Output
Lowest unoccupied orbital energy, Ha: -0.087
Strongest force on any atom, eV/A: 1.53
Calculated total energy, eV: -32858.7799
HOMO energy, eV: -5.941
HOMO-LUMO gap, hartree: 0.1315
Energy above the lowest of the compared OMol25 structures with the same formula, charge and spin, kcal/mol: 76.7
Net charge: 0

natural (NBO) population analysis, charges in e, atoms 1 to 5: O -0.43; O -0.53; O -0.68; N -0.48; C -0.62

# 4
Below is C24H22BIN10Os as an isolated structure in a non-equilibrium geometry, with properties calculated with the ωB97M-V functional and the def2-TZVPD basis.

```
59
Properties=species:S:1:pos:R:3
Os 0.105 0.205 0.292
I 0.581 -1.927 -1.526
N -1.693 -0.654 0.847
N -2.164 0.274 -2.135
N -1.932 2.348 0.979
N 0.004 0.947 -1.682
N 0.554 1.506 -5.593
N -2.702 -0.043 1.523
N -0.651 2.044 0.618
N 2.027 1.064 -0.032
N 1.402 1.607 -3.468
N -0.839 0.892 -3.890
C -3.049 -2.227 1.699
C 0.352 1.332 -4.300
C -1.911 -1.993 0.973
C -2.143 3.634 0.774
C 2.466 -4.555 2.053
C 1.994 -3.244 2.310
C -0.979 4.231 0.277
C 0.979 -1.168 1.503
C 4.397 2.401 -0.572
C 2.274 1.574 -1.248
C 0.970 -0.691 2.787
C 1.466 -1.465 3.864
C 3.442 2.236 -1.565
C 2.432 -5.089 0.795
C -3.518 -0.957 2.025
C -0.991 0.707 -2.593
C 1.179 1.383 -2.212
C 1.979 -2.705 3.623
C 1.464 -3.073 -0.023
C 1.920 -4.331 -0.280
C -0.077 3.213 0.199
C 4.136 1.897 0.693
C 1.481 -2.470 1.242
C 2.946 1.227 0.924
B -2.927 1.472 1.784
H -3.476 -3.176 1.974
H -2.880 0.033 -2.802
H 0.567 0.300 3.009
H 1.881 -4.753 -1.276
H 2.378 -3.301 4.434
H 1.438 -1.065 4.868
H 2.778 -6.097 0.613
H 3.580 2.600 -2.572
H -4.048 1.775 1.483
H 4.843 2.015 1.502
H -4.386 -0.659 2.591
H 2.849 -5.136 2.882
H 1.451 1.829 -5.915
H 5.325 2.915 -0.782
H 0.947 3.256 -0.119
H 2.721 0.806 1.893
H -2.767 1.682 2.960
H -3.106 4.064 0.996
H -0.830 5.266 0.021
H -2.305 0.074 -1.157
H -0.176 1.298 -6.254
H -1.248 -2.709 0.522
```

Output
Lowest unoccupied orbital energy (spin up / spin down), Ha: -0.289 / -0.289
Strongest force on any atom, eV/A: 2.50
Calculated total energy, eV: -51378.8302
HOMO energy (spin up / spin down), eV: -13.796 / -13.796
HOMO-LUMO gap (spin up / spin down), hartree: 0.2181 / 0.2183
Net charge: +2

natural (NBO) population analysis, charges in e, atoms 1 to 5: Os 1.04; I 0.50; N -0.38; N -0.75; N -0.25

# 5
Below is C24H22BiBr2N11O2S as an isolated structure in a non-equilibrium geometry, with properties calculated with the ωB97M-V functional and the def2-TZVPD basis.

```
63
Properties=species:S:1:pos:R:3
Bi -0.068 0.660 0.614
Br -2.150 7.055 2.988
Br -6.432 0.848 3.480
S 0.954 -0.163 2.828
O 2.103 1.773 -0.049
O 3.302 2.386 -1.792
N -0.891 3.038 1.019
N -1.315 1.828 -3.139
N 1.967 3.164 -3.903
N 2.570 -1.232 0.858
N 1.350 -1.285 0.260
N -0.158 2.358 -3.835
N -0.975 -1.314 -0.726
N 3.587 -0.627 2.778
N 2.189 2.132 -1.287
N 1.029 2.149 -1.930
N -2.009 0.660 2.153
C -2.088 -3.547 -2.026
C -2.271 -1.345 -1.076
C 2.164 -3.450 -0.649
C -0.205 -2.433 -1.038
C 2.851 -5.723 -0.440
C 4.164 -5.303 -0.427
C -0.744 -3.536 -1.780
C -0.404 4.223 0.568
C 1.820 -4.794 -0.419
C 2.456 -0.715 2.076
C -1.656 5.437 2.188
C -2.224 4.271 2.594
C -3.974 1.943 2.698
C -1.850 3.070 2.006
C 1.132 -2.386 -0.519
C 0.987 2.556 -3.200
C -4.600 0.772 3.035
C -0.701 5.451 1.179
C -2.650 -0.438 2.531
C 4.510 -3.987 -0.699
C -3.930 -0.458 3.003
C -2.842 -2.442 -1.675
C -2.636 1.848 2.230
C 3.484 -3.084 -0.853
H -0.101 -4.332 -2.189
H -2.565 -4.387 -2.509
H 2.619 -6.831 -0.409
H -2.965 4.257 3.411
H -2.082 -1.378 2.534
H -4.408 -1.406 3.361
H 1.693 3.498 -4.822
H -1.474 0.922 -3.631
H 3.713 -2.040 -1.019
H -0.956 1.463 -2.242
H -2.868 -0.526 -0.748
H -4.494 2.884 2.710
H 2.934 3.187 -3.540
H 4.937 -6.026 -0.102
H 5.550 -3.633 -0.666
H 0.259 4.217 -0.306
H -0.150 6.361 0.923
H 0.802 -5.045 -0.162
H 4.484 -1.036 2.426
H -3.890 -2.345 -1.916
H 3.555 -0.272 3.752
H -0.438 3.108 -4.478
```

Output
Lowest unoccupied orbital energy (spin up / spin down), Ha: -0.232 / -0.232
Strongest force on any atom, eV/A: 3.91
Calculated total energy, eV: -202473.5716
HOMO energy (spin up / spin down), eV: -13.033 / -13.035
HOMO-LUMO gap (spin up / spin down), hartree: 0.2466 / 0.2467
Energy above the lowest of the compared OMol25 structures with the same formula, charge and spin, kcal/mol: 2.6
Net charge: +2

natural (NBO) population analysis, charges in e, atoms 1 to 5: Bi 1.78; Br 0.18; Br 0.17; S -0.24; O -0.49

# 6
Below is C24H22Br2N4O8PtSSe as an isolated structure, with properties calculated with the ωB97M-V functional and the def2-TZVPD basis.

```
63
Properties=species:S:1:pos:R:3
Pt 0.552 0.034 0.381
Br 1.353 0.589 7.012
Br 7.131 0.152 1.651
Se -0.545 2.979 0.426
S 1.503 -2.895 0.743
O 0.308 -1.972 0.478
O -1.621 2.132 -0.681
O 0.838 2.027 0.316
O -0.278 4.393 -0.239
O 2.066 -2.636 2.050
O 2.428 -2.897 -0.361
O -5.460 0.835 1.609
O -1.206 2.871 1.879
N -1.432 0.025 0.388
N 0.695 0.180 2.476
N -3.464 0.837 -0.392
N 2.633 -0.011 0.674
C 0.607 -0.108 -4.210
C -4.806 2.043 1.251
C 4.371 0.208 2.268
C 0.566 -0.052 -1.571
C 2.174 0.366 4.313
C 3.524 -0.138 -0.305
C 4.883 -0.095 -0.059
C -0.207 0.360 4.655
C -4.600 -0.282 1.453
C 5.298 0.083 1.246
C 0.583 -0.075 -2.775
C -0.354 0.237 3.286
C 1.945 0.243 2.957
C 0.239 0.979 -6.330
C 0.216 1.012 -4.945
C 3.029 0.151 1.947
C 1.078 0.423 5.161
C -4.331 2.000 -0.194
C 1.020 -1.258 -4.884
C 0.650 -0.168 -6.996
C 0.664 -4.444 0.786
C -4.120 -0.402 0.016
C 1.040 -1.285 -6.269
C -2.118 0.931 -0.167
H -0.067 1.852 -6.892
H -5.187 1.895 -0.864
H -0.073 -4.418 1.584
H -0.104 1.902 -4.419
H -5.171 -1.161 1.750
H 1.419 -5.203 0.981
H 5.587 -0.205 -0.870
H -5.528 2.845 1.397
H -3.418 -1.225 -0.092
H 0.666 -0.192 -8.078
H 0.194 -4.607 -0.180
H 1.320 -2.125 -4.310
H -1.072 0.410 5.298
H -3.944 2.217 1.911
H -1.321 0.188 2.801
H 3.119 -0.284 -1.298
H 4.700 0.341 3.286
H -3.800 2.910 -0.455
H 1.361 -2.182 -6.784
H 3.173 0.407 4.716
H -3.731 -0.182 2.118
H -4.976 -0.557 -0.643
```

Output
Lowest unoccupied orbital energy, Ha: -0.046
Strongest force on any atom, eV/A: 0.09
Calculated total energy, eV: -267094.4976
HOMO energy, eV: -8.372
HOMO-LUMO gap, hartree: 0.2614
Energy above the lowest of the compared OMol25 structures with the same formula, charge and spin, kcal/mol: 0.0
Net charge: 0

natural (NBO) population analysis, charges in e, atoms 1 to 5: Pt 1.43; Br 0.12; Br 0.12; Se 2.76; S 2.40

# 7
Below is a 5-piece molecular cluster, C24H22BrN4O9S overall, with properties calculated with the ωB97M-V functional and the def2-TZVPD basis.

```
61
Properties=species:S:1:pos:R:3
Br -9.028 -0.558 -6.031
S -7.172 0.461 -6.294
O -2.626 -0.709 0.736
O 2.311 1.971 0.516
O -3.289 -1.146 -4.496
O 4.022 0.775 0.002
O -6.308 -0.051 -5.082
O -2.780 0.127 -6.149
O 8.034 -4.109 3.632
O 6.558 -4.085 2.065
O -2.672 -0.335 2.847
N -2.778 -0.137 -4.960
N -3.166 -0.282 1.740
N 2.923 0.921 0.501
N 7.369 -3.542 2.791
C 6.955 -0.052 1.555
C -1.633 1.991 -4.547
C 8.478 -1.438 3.433
C -2.158 0.817 -4.035
C 1.032 -0.115 1.680
C -1.049 2.890 -3.672
C 2.964 -1.459 1.123
C 6.789 -1.418 1.702
C -5.088 0.873 2.738
C 7.884 0.621 2.339
C -6.318 1.017 0.247
C 1.084 -2.446 2.250
C 8.642 -0.071 3.275
C -5.080 0.408 0.361
C -1.514 1.411 -1.825
C -2.109 0.507 -2.686
C 0.424 -1.223 2.244
C -4.488 0.351 1.608
C 2.353 -2.563 1.696
C -6.939 1.556 1.366
C 2.289 -0.254 1.123
C -0.988 2.600 -2.314
C 7.552 -2.086 2.639
C -6.326 1.483 2.609
H -5.394 -0.254 -5.389
H -6.809 1.900 3.480
H -4.598 0.807 3.697
H -0.521 3.300 -1.635
H 3.944 -1.535 0.682
H -1.673 2.196 -5.607
H 0.534 0.843 1.668
H -0.631 3.812 -4.050
H 8.016 1.688 2.220
H -6.800 1.072 -0.720
H 6.361 0.484 0.828
H 0.607 -3.313 2.687
H 6.079 -1.960 1.097
H -4.584 -0.016 -0.499
H 9.363 0.454 3.885
H 9.056 -1.989 4.159
H -1.450 1.178 -0.771
H -2.509 -0.426 -2.316
H 2.868 -3.513 1.704
H -0.568 -1.116 2.660
H -7.904 2.035 1.271
H -7.539 1.653 -5.778
```

Output
Lowest unoccupied orbital energy, Ha: -0.216
Strongest force on any atom, eV/A: 0.51
Calculated total energy, eV: -130490.9861
HOMO energy, eV: -10.990
HOMO-LUMO gap, hartree: 0.1882
Net charge: +1

natural (NBO) population analysis, charges in e, atoms 1 to 5: Br 0.13; S 0.96; O -0.39; O -0.39; O -0.41

# 8
Below is C24H22Cl3CoGeN3O5P as an isolated structure, with properties calculated with the ωB97M-V functional and the def2-TZVPD basis.

```
60
Properties=species:S:1:pos:R:3
Ge 1.442 -2.424 -0.427
Co 0.724 -0.395 -1.085
Cl 0.610 -4.021 -1.645
Cl 3.562 -2.726 -0.560
Cl 1.004 -2.945 1.617
P -1.396 -0.745 -0.382
O 2.393 -0.171 -1.987
O -0.060 -0.494 -2.778
O -1.831 -0.551 -4.122
O 3.803 0.783 0.067
O -0.380 0.187 1.828
N 4.110 0.838 -2.965
N 1.549 0.255 0.550
N 2.009 0.888 -3.967
C 2.801 0.505 -2.959
C -3.635 0.918 -0.514
C 3.842 1.381 4.449
C 4.069 1.216 3.087
C -1.508 2.032 -0.375
C 1.730 0.705 2.848
C 0.823 0.341 1.727
C -2.143 3.260 -0.474
C -3.524 -3.353 2.753
C 2.984 0.871 2.308
C -4.270 2.146 -0.603
C -3.524 3.317 -0.588
C -2.887 -3.941 1.671
C -2.845 -1.182 1.974
C -2.249 0.855 -0.401
C -3.506 -1.973 2.899
C -1.310 -0.803 -3.061
C 2.479 1.557 -5.160
C 1.484 0.871 4.195
C 2.570 1.211 4.995
C 2.885 0.626 0.834
C -2.202 -1.768 0.886
C -2.012 -1.516 -1.926
C -2.235 -3.152 0.737
H 4.533 0.814 -2.047
H -1.560 4.172 -0.456
H -2.819 -0.110 2.102
H 1.090 0.452 -3.945
H -3.092 -1.485 -2.037
H -4.004 -1.508 3.740
H -4.038 -3.969 3.481
H -1.738 -3.632 -0.096
H 1.625 1.734 -5.808
H 2.431 1.346 6.060
H 4.471 1.486 -3.640
H -2.894 -5.016 1.550
H 3.206 0.955 -5.712
H -1.675 -2.555 -1.938
H 0.492 0.736 4.604
H -0.430 1.990 -0.261
H 2.924 2.526 -4.922
H -4.022 4.275 -0.661
H -4.222 0.007 -0.525
H -5.348 2.190 -0.688
H 4.664 1.644 5.102
H 5.051 1.346 2.650
```

Output
Lowest unoccupied orbital energy (spin up / spin down), Ha: -0.035 / -0.035
Strongest force on any atom, eV/A: 0.21
Calculated total energy, eV: -180959.2284
HOMO energy (spin up / spin down), eV: -9.244 / -9.244
HOMO-LUMO gap (spin up / spin down), hartree: 0.3050 / 0.3050
Energy above the lowest of the compared OMol25 structures with the same formula, charge and spin, kcal/mol: 0.0
Net charge: 0

natural (NBO) population analysis, charges in e, atoms 1 to 5: Ge 1.18; Co 0.71; Cl -0.42; Cl -0.38; Cl -0.40

Which value of strongest force on any atom does entry 7 give?
0.51 eV/A

Which formula does entry 6 have?
C24H22Br2N4O8PtSSe